Record 1
# C31H46AlN3O3SbSi3

C31H46AlN3O3SbSi3 as an isolated structure (ωB97M-V/def2-TZVPD, OMol25).

Positions of all 88 atoms, in Å:
1 Al 1.169 -0.110 -1.500
2 C -0.414 1.989 2.638
3 Sb -0.947 0.733 0.953
4 C 0.488 1.486 -0.517
5 C -0.346 2.376 -1.396
6 C -0.036 2.602 -2.747
7 C -0.839 3.428 -3.506
8 C -1.948 4.026 -2.918
9 C -2.183 3.762 -1.582
10 N -1.408 2.977 -0.838
11 Si 1.928 2.536 0.082
12 C 2.960 3.172 -1.360
13 C 3.092 1.559 1.172
14 C 1.361 4.119 0.945
15 C 0.033 -1.210 1.591
16 C 1.454 -1.465 1.148
17 C 2.444 -1.903 1.988
18 C 3.681 -2.403 1.529
19 C 3.816 -2.574 0.133
20 C 2.848 -2.104 -0.692
21 N 1.716 -1.408 -0.245
22 Si -0.213 -1.292 3.466
23 C -1.996 -0.866 3.939
24 C 0.927 -0.134 4.441
25 C 0.132 -2.996 4.211
26 Si -1.027 -2.575 0.782
27 C -2.590 -2.947 1.786
28 C -1.625 -2.418 -1.028
29 C -0.044 -4.172 0.769
30 H -0.774 2.981 2.366
31 H 0.655 2.033 2.826
32 H -0.929 1.659 3.539
33 H 0.826 2.116 -3.185
34 H -0.613 3.594 -4.552
35 H -2.610 4.672 -3.479
36 H -3.039 4.197 -1.074
37 H 3.286 2.370 -2.022
38 H 3.847 3.666 -0.950
39 H 2.411 3.910 -1.950
40 H 3.556 0.750 0.600
41 H 2.599 1.094 2.025
42 H 3.887 2.211 1.543
43 H 0.350 4.392 0.632
44 H 2.032 4.936 0.667
45 H 1.361 4.036 2.032
46 H 2.260 -1.917 3.050
47 H 4.442 -2.735 2.221
48 H 4.670 -3.083 -0.294
49 H 2.929 -2.216 -1.767
50 H -2.589 -0.478 3.108
51 H -2.008 -0.113 4.729
52 H -2.512 -1.753 4.316
53 H 1.485 0.553 3.806
54 H 1.656 -0.717 5.009
55 H 0.350 0.462 5.152
56 H -0.521 -3.782 3.829
57 H -0.016 -2.940 5.294
58 H 1.161 -3.310 4.030
59 H -3.216 -2.075 1.977
60 H -2.360 -3.406 2.748
61 H -3.183 -3.667 1.213
62 H -1.489 -1.094 -2.593
63 H -2.491 -3.097 -1.095
64 H -0.843 -2.878 -1.640
65 H 0.290 -4.429 1.776
66 H 0.841 -4.097 0.134
67 H -0.669 -4.991 0.398
68 N -1.931 -1.148 -1.679
69 C -3.192 -0.590 -1.668
70 C -3.497 0.404 -2.612
71 C -4.730 1.023 -2.610
72 C -5.706 0.675 -1.678
73 C -5.414 -0.315 -0.754
74 C -4.177 -0.947 -0.744
75 H -2.740 0.686 -3.336
76 H -4.935 1.792 -3.347
77 H -6.670 1.166 -1.678
78 H -6.159 -0.607 -0.022
79 H -3.977 -1.716 -0.017
80 C 4.096 0.158 -4.751
81 O 2.789 -0.410 -4.761
82 C 2.100 -0.312 -3.618
83 O 2.655 0.253 -2.565
84 H 4.477 0.040 -5.763
85 H 4.742 -0.361 -4.043
86 H 4.063 1.215 -4.483
87 O -0.022 -1.293 -4.175
88 C 0.764 -0.749 -3.358

Results
calculated total energy = -80278.9047 eV
maximum force = 0.0133 hartree/bohr
total charge = -1


Record 2
# CH7BNO2Tl

CH7BNO2Tl as an isolated structure at a distorted geometry (ωB97M-V/def2-TZVPD, OMol25).

Positions of all 13 atoms, in Å:
1 Tl -2.359 -0.042 1.306
2 B -4.295 -3.427 -0.227
3 H -4.915 -4.122 -0.773
4 H -4.832 -2.827 0.491
5 H -3.406 -3.885 0.179
6 H -3.931 -2.681 -0.916
7 C 3.733 2.936 0.311
8 N 3.025 1.775 -0.406
9 O 3.464 1.386 -1.473
10 O 2.019 1.275 0.040
11 H 3.164 3.835 0.074
12 H 4.776 3.102 0.039
13 H 3.558 2.675 1.355

Results
calculated total energy = -12073.4274 eV
maximum force = 0.1375 hartree/bohr
total charge = +2


Record 3
# C4H12N3

A 2-piece molecular cluster, C4H12N3 overall at a distorted geometry (ωB97M-V/def2-TZVPD, OMol25).

Positions of all 19 atoms, in Å:
1 C -0.199 -0.365 -0.393
2 C -1.499 -1.156 -0.304
3 C -2.520 -0.221 0.320
4 N 2.754 0.857 -0.039
5 C 3.741 0.027 -0.171
6 N -2.357 1.095 -0.046
7 N 0.001 0.431 0.758
8 H 0.571 -1.069 -0.711
9 H -0.273 0.200 -1.357
10 H -1.368 -2.127 0.164
11 H -1.926 -1.299 -1.302
12 H -2.523 -0.280 1.446
13 H -3.547 -0.532 0.018
14 H 0.949 0.830 0.751
15 H 3.552 1.509 0.186
16 H 3.995 -0.616 -1.026
17 H -3.185 1.621 0.268
18 H 4.516 -0.101 0.602
19 H -0.681 1.197 0.836

Results
calculated total energy = -8798.8074 eV
maximum force = 0.0581 hartree/bohr
total charge = +1


Record 4
# C2H4NO2

A 2-piece molecular cluster, C2H4NO2 overall at a distorted geometry (ωB97M-V/def2-TZVPD, OMol25).

Positions of all 9 atoms, in Å:
1 C -0.224 -1.121 0.243
2 C 0.143 -0.680 -1.055
3 N 0.851 2.633 1.385
4 O -0.187 2.882 1.602
5 O -0.360 0.248 -0.113
6 H -1.200 -1.591 0.393
7 H 0.533 -1.137 1.006
8 H 1.028 -0.357 -1.659
9 H -0.583 -0.877 -1.802

Results
calculated total energy = -7710.7811 eV
maximum force = 0.0834 hartree/bohr
total charge = +1